No. 1
DFT (ωB97M-V/def2-TZVPD) results for a 4-piece molecular cluster, C3H8N4S overall at a distorted geometry.

ORCA input file:
```
! RIJCOSX wB97M-V def2-TZVPD def2/J DEFGRID3
* xyz 0 1
S 2.610 -1.190 -0.374
N -0.373 -0.451 1.239
N 2.814 0.249 0.472
N -0.863 -0.322 -0.083
N 0.995 1.050 -0.787
C -0.225 0.669 -0.811
C 1.863 1.096 0.421
C -2.199 -0.760 -0.245
H -2.361 -1.774 0.855
H 1.825 -0.717 -1.343
H -1.006 1.163 -1.575
H -2.010 -1.272 -1.710
H -3.038 0.512 -0.215
H -0.474 0.395 1.966
H 0.617 -0.697 1.268
H 1.826 2.050 0.921
*
```

Values from the calculation:
E_LUMO ... -0.06 eV
ΔE to the lowest compared entry with this formula, charge and spin ... 8.438 eV
Kohn-Sham gap ... 8.726 eV

=====

No. 2
DFT (ωB97M-V/def2-TZVPD) results for C3H8N5 as an isolated structure at a distorted geometry.

ORCA input file:
```
! RIJCOSX wB97M-V def2-TZVPD def2/J DEFGRID3
* xyz 1 1
N 1.287 -0.015 0.493
N 2.444 0.565 0.043
N -0.286 -1.908 -0.265
N 0.210 0.699 0.037
N -2.057 1.008 -0.183
C 0.931 -1.765 -0.317
C -1.095 -1.178 0.685
C -1.012 0.217 0.161
H -2.036 -1.535 0.697
H 3.187 0.243 0.669
H 1.864 -2.190 -0.682
H 0.241 1.525 -0.549
H -0.644 -0.959 1.714
H -1.995 1.957 -0.389
H -3.053 0.845 0.079
H 2.771 0.579 -0.882
*
```

Values from the calculation:
E_LUMO ... -3.77 eV
ΔE to the lowest compared entry with this formula, charge and spin ... 3.987 eV
Kohn-Sham gap ... 8.556 eV

=====

No. 3
DFT (ωB97M-V/def2-TZVPD) results for C3H8NO as an isolated structure at a distorted geometry.

ORCA input file:
```
! RIJCOSX wB97M-V def2-TZVPD def2/J DEFGRID3
* xyz -1 1
O -0.766 -1.599 -0.536
N 0.261 2.014 0.805
C -0.200 -0.893 0.339
C 1.075 -0.241 -0.034
C -0.277 0.700 0.123
H -0.454 1.126 1.275
H -0.735 0.856 -0.837
H 1.410 -0.098 -1.043
H -0.162 -1.085 -3.395
H -0.147 -1.349 1.346
H -0.279 -1.346 -2.696
H -0.238 2.688 0.227
H 1.645 0.150 0.803
*
```

Values from the calculation:
E_LUMO ... 4.67 eV
ΔE to the lowest compared entry with this formula, charge and spin ... 5.464 eV
Kohn-Sham gap ... 7.256 eV

=====

No. 4
DFT (ωB97M-V/def2-TZVPD) results for a 2-piece molecular cluster, C3H8NO overall at a distorted geometry.

ORCA input file:
```
! RIJCOSX wB97M-V def2-TZVPD def2/J DEFGRID3
* xyz -1 1
O -0.497 -1.898 -0.963
N 0.679 0.455 -1.261
C -0.963 -1.767 0.414
C 0.259 1.053 -0.085
C 0.828 2.089 0.619
H 1.957 2.359 0.365
H 0.203 2.741 1.205
H -1.856 -2.431 0.644
H 1.694 0.472 -1.543
H -1.353 -0.816 0.775
H -0.170 -2.116 1.041
H 0.091 -1.000 -1.208
H -0.873 0.859 -0.002
*
```

Values from the calculation:
E_LUMO ... 4.46 eV
ΔE to the lowest compared entry with this formula, charge and spin ... 1.335 eV
Kohn-Sham gap ... 6.762 eV

=====

No. 5
DFT (ωB97M-V/def2-TZVPD) results for C3H8NO as an isolated structure at a distorted geometry.

ORCA input file:
```
! RIJCOSX wB97M-V def2-TZVPD def2/J DEFGRID3
* xyz -1 1
O -2.023 1.785 0.056
N 2.191 -0.975 0.611
C 1.131 0.156 0.277
C -0.448 -0.202 0.093
C -1.467 0.697 -0.620
H 1.641 -1.802 0.805
H -1.234 0.921 -1.740
H -0.609 -1.216 -0.246
H -0.825 -0.199 1.133
H 1.082 0.683 1.176
H 1.313 1.009 -0.409
H -2.317 -0.153 -0.710
H 1.565 -0.704 -0.426
*
```

Values from the calculation:
E_LUMO ... 4.33 eV
ΔE to the lowest compared entry with this formula, charge and spin ... 4.684 eV
Kohn-Sham gap ... 6.682 eV

=====

No. 6
DFT (ωB97M-V/def2-TZVPD) results for a 2-piece molecular cluster, C3H8NO overall at a distorted geometry.

ORCA input file:
```
! RIJCOSX wB97M-V def2-TZVPD def2/J DEFGRID3
* xyz 1 1
O -1.331 -2.694 -1.724
N 0.276 0.646 0.824
C -0.345 -1.903 -1.280
C -0.055 1.948 0.330
C 0.992 0.386 1.799
H 1.520 1.053 2.571
H 0.023 -1.084 -1.942
H -1.116 2.242 0.559
H 0.469 2.874 0.570
H -0.106 1.817 -0.749
H 0.179 -2.118 -0.348
H -1.640 -2.442 -2.634
H 1.134 -0.723 2.022
*
```

Values from the calculation:
E_LUMO ... -7.29 eV
ΔE to the lowest compared entry with this formula, charge and spin ... 3.579 eV
Kohn-Sham gap ... 6.026 eV

=====

Question: What is the Kohn-Sham gap in the sixth record?
Answer: 6.026 eV

=====

Question: What is the formula in the second record?
Answer: C3H8N5